# 1
{"formula": "C25H42ClN3O11", "method": "ωB97M-V/def2-TZVPD", "symbols": ["N", "C", "C", "Cl", "C", "C", "N", "N", "C", "O", "H", "H", "C", "C", "O", "C", "C", "O", "H", "H", "H", "H", "H", "H", "H", "H", "C", "C", "O", "C", "C", "O", "H", "H", "H", "H", "H", "H", "H", "H", "C", "C", "O", "C", "C", "O", "H", "H", "H", "H", "H", "H", "H", "H", "C", "C", "O", "C", "C", "O", "H", "H", "H", "H", "H", "H", "H", "H", "C", "C", "O", "C", "C", "O", "H", "H", "H", "H", "H", "H", "H", "H"], "coordinates": [[-2.129202, 2.482707, -1.381989], [-2.062130, 1.734527, -2.246768], [-1.948269, 0.632844, -3.252159], [-0.289771, 0.021725, -3.196065], [-3.014857, -0.476122, -2.945292], [-2.376045, -1.616077, -2.257543], [-1.918628, -2.431700, -1.596978], [-4.111722, 0.028410, -2.109579], [-4.938416, 0.709540, -2.693281], [-5.606854, 1.574026, -3.062801], [-2.147810, 1.077810, -4.229013], [-3.421541, -0.860656, -3.872825], [-4.542117, 2.326025, 1.864576], [-3.044333, 2.463083, 2.036525], [-2.700331, 2.909207, 3.359329], [-2.566102, 2.082677, 4.407807], [-3.057092, 0.659589, 4.293418], [-2.114711, 2.504929, 5.436319], [-4.959370, 1.575403, 2.537036], [-4.780877, 2.041127, 0.839630], [-5.036805, 3.271150, 2.091266], [-2.509863, 1.545740, 1.784963], [-2.669227, 3.231005, 1.363859], [-4.066525, 0.595109, 4.697302], [-2.399784, 0.024653, 4.882931], [-3.044665, 0.272282, 3.277290], [1.623191, -3.050977, 3.227482], [2.233616, -1.948603, 2.393678], [1.376418, -1.564363, 1.311921], [0.383911, -0.675065, 1.455201], [-0.043718, -0.246543, 2.836734], [-0.207435, -0.274887, 0.492233], [0.692382, -2.731859, 3.697371], [2.311827, -3.359358, 4.006121], [1.386288, -3.914392, 2.602762], [2.510606, -1.083229, 2.994639], [3.149401, -2.308629, 1.927048], [-0.885140, -0.865479, 3.142711], [-0.365235, 0.791932, 2.779484], [0.738354, -0.292114, 3.591975], [0.078424, 6.216308, -3.663690], [-0.223968, 5.844768, -5.100452], [-0.790607, 4.535266, -5.197083], [-2.096282, 4.281349, -5.042593], [-3.004559, 5.349358, -4.487769], [-2.506982, 3.178317, -5.283701], [-0.826005, 6.248758, -3.056359], [0.560454, 7.193248, -3.615860], [0.740082, 5.476266, -3.214015], [-0.859654, 6.579218, -5.597250], [0.703294, 5.802037, -5.669163], [-3.097409, 5.204829, -3.411770], [-3.983481, 5.235579, -4.947495], [-2.673156, 6.364848, -4.690910], [2.695956, -2.554262, -7.830377], [2.555636, -2.097724, -6.392791], [1.185643, -1.977630, -6.008441], [0.445511, -3.010246, -5.564545], [0.968685, -4.418860, -5.714633], [-0.643358, -2.795323, -5.116997], [2.267753, -3.545251, -7.982053], [3.746685, -2.585529, -8.120657], [2.168690, -1.870715, -8.495875], [3.098340, -2.739280, -5.696840], [2.975495, -1.098917, -6.285443], [0.569176, -4.847090, -6.632862], [0.616293, -5.002306, -4.867527], [2.053773, -4.492684, -5.722628], [4.874020, -4.452824, 8.274934], [5.454051, -3.340561, 7.426388], [4.578197, -2.982563, 6.353930], [3.563922, -2.112005, 6.484120], [3.132020, -1.670555, 7.861243], [2.976420, -1.754288, 5.501223], [3.942770, -4.150484, 8.754112], [5.580043, -4.748377, 9.051370], [4.649965, -5.321540, 7.655940], [5.722461, -2.462825, 8.015847], [6.369750, -3.685793, 6.949667], [2.308521, -2.302163, 8.191483], [2.785485, -0.642102, 7.794843], [3.925394, -1.691780, 8.604509]], "forces_ev_per_a": [[-0.083, 0.409, -0.046], [0.183, -0.998, -0.295], [-0.302, 0.925, 0.579], [0.023, 0.146, -0.303], [0.562, -0.698, 0.444], [-0.293, 0.319, 0.454], [-0.029, -0.279, -0.126], [0.044, -0.801, -0.849], [0.715, 1.368, 1.060], [-1.046, -0.163, -0.568], [0.136, -0.124, -0.002], [0.186, 0.006, -0.354], [-0.091, -0.021, 0.158], [-0.161, -0.099, -0.165], [0.220, 0.234, -0.070], [-0.263, -0.199, 0.004], [0.299, -0.282, -0.280], [0.103, 0.151, 0.100], [0.022, -0.062, -0.058], [0.048, 0.007, -0.014], [0.037, 0.032, -0.058], [-0.015, -0.010, 0.023], [0.088, 0.032, 0.109], [-0.009, 0.037, -0.010], [-0.082, 0.096, 0.190], [-0.196, 0.053, -0.003], [-0.285, -0.245, -0.162], [0.052, -0.118, 0.281], [0.217, 0.044, -0.368], [-0.300, 0.006, 0.328], [0.411, 0.336, 0.268], [0.031, 0.014, -0.386], [0.062, 0.055, 0.078], [0.047, 0.007, 0.008], [0.043, 0.051, -0.079], [-0.069, -0.016, 0.042], [-0.065, 0.043, -0.158], [0.028, -0.041, 0.021], [-0.143, -0.059, -0.095], [-0.073, -0.192, 0.039], [-0.094, -0.063, 0.102], [0.091, 0.237, 0.217], [0.210, -0.188, -0.323], [-0.165, 0.218, 0.391], [-0.100, 0.313, -0.385], [0.026, -0.343, -0.051], [-0.017, 0.066, -0.028], [0.008, -0.005, -0.022], [0.045, 0.012, -0.049], [-0.067, -0.031, 0.047], [-0.039, -0.159, -0.054], [0.020, -0.029, 0.005], [-0.025, -0.178, 0.117], [0.088, -0.014, 0.153], [-0.103, -0.089, -0.056], [0.154, -0.101, -0.178], [-0.008, 0.355, 0.141], [0.058, -0.332, -0.167], [0.353, -0.050, 0.364], [-0.287, 0.172, 0.026], [0.069, -0.035, 0.037], [0.000, 0.015, 0.010], [0.045, 0.059, 0.027], [-0.046, -0.058, -0.018], [-0.133, 0.052, 0.068], [-0.001, 0.010, -0.011], [-0.193, 0.019, -0.075], [-0.019, 0.014, -0.171], [-0.159, -0.004, 0.004], [0.019, -0.153, 0.249], [0.243, -0.005, -0.323], [-0.246, 0.008, 0.374], [0.346, 0.330, 0.129], [0.109, 0.133, -0.095], [0.046, 0.045, 0.060], [0.014, 0.004, -0.014], [0.078, -0.005, -0.019], [-0.082, 0.016, 0.011], [-0.057, 0.047, -0.148], [-0.002, -0.011, -0.005], [-0.172, -0.071, -0.104], [-0.055, -0.165, 0.031]], "mulliken_charge": [-0.4869, -0.0905, 0.4705, -0.0872, 0.6826, -0.3459, -0.4596, -0.5722, 0.6383, -0.3993, 0.2154, 0.4890, -0.9451, -0.0289, -0.3734, 0.8219, -0.9962, -0.5993, 0.2642, 0.2313, 0.3199, 0.0898, 0.3199, 0.3517, 0.2777, 0.3118, -0.8270, -0.4271, -0.3952, 0.4759, -0.5195, -0.5124, 0.2066, 0.1995, 0.3558, 0.4223, 0.3174, 0.1346, 0.1535, 0.3178, -0.9714, -0.4336, -0.3496, 0.7762, -1.0316, -0.5984, 0.2829, 0.3639, 0.2941, 0.3753, 0.3282, 0.2388, 0.3360, 0.3539, -0.9739, -0.4354, -0.3598, 0.7754, -1.0784, -0.5083, 0.2752, 0.3521, 0.3098, 0.3530, 0.3464, 0.2807, 0.3107, 0.3553, -0.9878, -0.4220, -0.4043, 0.7788, -1.0514, -0.4638, 0.2722, 0.3695, 0.3029, 0.3877, 0.3130, 0.2576, 0.3378, 0.3402], "smiles": "N#C[C@@H](Cl)[C@@H](C#N)N=C=O.CCOC(C)=O.CCOC(C)=O.CCOC(C)=O.CCOC(C)=O.CCOC(C)=O", "total_charge": 0}

***

# 2
{"formula": "C11H10ClGaNS", "method": "ωB97M-V/def2-TZVPD", "symbols": ["C", "C", "C", "H", "C", "C", "H", "H", "H", "H", "Ga", "Cl", "C", "C", "C", "H", "C", "C", "H", "H", "H", "H", "S", "C", "N"], "coordinates": [[1.721488, 1.721796, -1.102038], [1.019183, 0.719594, -1.919607], [1.469156, -0.551443, -1.549680], [0.362668, 0.971686, -2.753121], [2.358691, -0.421104, -0.442187], [2.479472, 0.937753, -0.117862], [3.107110, 1.389124, 0.641818], [2.015993, 2.714093, -1.456406], [1.251279, -1.486323, -2.068699], [2.868923, -1.255647, 0.031008], [0.206079, 2.166087, 0.321939], [-1.679035, 2.746255, -0.457444], [-2.135555, -1.029335, 0.999310], [-1.232459, -2.113547, 1.197619], [-0.939864, -2.685612, -0.073753], [-0.826734, -2.420305, 2.157072], [-1.663788, -1.954069, -1.066138], [-2.406923, -0.932211, -0.397590], [-3.024662, -0.169606, -0.881560], [-2.550949, -0.385283, 1.766044], [-0.256406, -3.506308, -0.262516], [-1.618797, -2.102372, -2.143246], [0.232587, 1.339493, 2.378446], [-0.228758, 2.705384, 3.245313], [-0.528697, 3.601898, 3.953280]], "forces_ev_per_a": [[-1.638, 0.020, 1.481], [0.759, -0.832, -0.435], [-0.523, 1.310, -0.783], [0.179, -0.196, 0.355], [0.262, 1.563, 0.569], [1.067, -1.352, -0.736], [-0.017, -0.206, -0.052], [0.074, -0.407, -0.041], [-0.259, 0.415, 0.431], [-0.273, 0.275, 0.147], [0.291, -1.287, -1.392], [-0.250, 0.584, -0.007], [0.367, -0.355, -0.723], [-0.179, 0.349, -0.617], [-0.505, 0.762, -0.033], [-0.047, -0.070, -0.107], [-0.059, 0.245, 0.979], [0.606, -0.364, 0.002], [0.151, -0.326, 0.191], [0.014, -0.070, 0.000], [-0.061, -0.012, 0.030], [-0.044, -0.054, 0.176], [0.176, -0.266, 0.479], [-0.813, 2.380, 1.905], [0.725, -2.108, -1.819]], "mulliken_charge": [0.1378, -0.9558, -0.1748, 0.3713, -0.4982, -0.9472, 0.4944, 0.5932, 0.4600, 0.4116, 0.4586, -0.2707, -0.7227, -0.6180, -0.5835, 0.3730, -0.5289, -0.5459, 0.3880, 0.5184, 0.4258, 0.4548, -0.0292, 0.3369, -0.5487], "relative_energy_kcal_mol": 7.4, "total_charge": -1}

***

# 3
{"formula": "C5H10O2", "method": "ωB97M-V/def2-TZVPD", "symbols": ["C", "O", "C", "C", "C", "C", "O", "H", "H", "H", "H", "H", "H", "H", "H", "H", "H"], "coordinates": [[2.296327, -0.651402, 0.694695], [0.928845, -0.934988, 0.473550], [0.476244, -0.712109, -0.782656], [-0.820957, -0.563250, -1.049597], [-1.866458, -0.479226, 0.033732], [-2.069263, 0.987690, 0.342049], [-1.801031, 1.514627, 1.394772], [2.924554, -1.057828, -0.109782], [2.571560, -1.128848, 1.636801], [2.461744, 0.429414, 0.774052], [1.238534, -0.699797, -1.564335], [-1.117188, -0.424703, -2.085453], [-2.812457, -0.915372, -0.310643], [-1.544602, -0.989053, 0.944779], [-2.444586, 1.590396, -0.513955], [0.947732, 2.053687, -0.220072], [0.543140, 2.191669, 0.388467]], "forces_ev_per_a": [[0.308, 0.042, 0.059], [-0.165, 0.002, -0.023], [-0.138, -0.015, -0.190], [0.208, 0.014, -0.034], [-0.001, -0.078, 0.105], [0.041, 0.120, 0.268], [-0.163, -0.233, -0.416], [-0.115, 0.042, 0.104], [-0.041, 0.081, -0.137], [-0.007, -0.170, -0.022], [-0.135, -0.031, 0.095], [0.082, -0.049, 0.156], [0.107, 0.105, 0.038], [-0.040, 0.069, -0.126], [0.022, -0.001, 0.110], [-0.022, 0.073, 0.043], [0.058, 0.027, -0.029]], "mulliken_charge": [-0.6849, -0.2752, -0.2043, -0.3498, -0.4097, -0.0209, -0.4564, 0.3296, 0.2286, 0.2713, 0.3475, 0.3348, 0.3381, 0.2400, 0.3183, 0.0465, -0.0535], "smiles": "CO/C=C\\CC=O.[H][H]", "relative_energy_kcal_mol": 76.2, "total_charge": 0}

***

no.,gap between HOMO and LUMO (eV),LUMO energy (eV)
1,10.25,0.7
2,4.44,1.7
3,9.87,1.1